1.
# C22H33N7O2

One molecule with the formula C22H33N7O2 (ωB97M-V with the def2-TZVPD basis set, OMol25).

Structure (XYZ):
```
64
Properties=species:S:1:pos:R:3:forces:R:3
C 2.693249 -1.594861 -2.806298 -0.1 -0.2 -0.1
C 1.980465 -0.306497 -2.584923 0.5 0.6 -0.8
C 0.838401 -0.279091 -1.612497 -0.3 0.4 -0.9
C 0.229109 1.109419 -1.764062 -0.1 0.5 0.7
O 0.613280 2.084726 -1.121795 -0.3 -0.8 0.0
N -0.806101 1.218287 -2.634893 -0.7 -0.3 -0.3
C -1.378667 2.531707 -2.816795 0.1 0.3 -0.1
C -1.613483 0.103291 -3.134532 0.4 0.1 0.1
N 2.345357 0.826433 -3.121057 -1.4 -0.5 1.8
N 3.363561 0.850052 -3.915202 1.5 0.7 -0.2
C 4.067405 2.077535 -3.822459 -1.4 -2.1 -0.9
N 5.168482 1.894088 -4.634233 0.8 0.7 -0.1
O 3.813577 3.062425 -3.157512 0.4 0.4 0.0
H 2.046446 -2.295229 -3.356779 0.2 -0.1 0.0
H 3.604509 -1.402575 -3.384963 -0.2 -0.1 0.1
H 2.958517 -2.055878 -1.845319 0.1 -0.2 -0.2
H 0.099818 -1.040317 -1.905380 0.1 0.2 0.2
H -0.578893 3.274878 -2.869721 -0.2 -0.1 0.0
H -1.933385 2.516566 -3.755789 0.0 0.2 0.1
H -2.065668 2.801043 -1.999969 0.1 0.0 -0.1
H -1.004246 -0.625706 -3.684657 -0.1 0.2 0.1
H -2.160362 -0.416934 -2.328942 0.1 0.1 -0.2
H -2.347135 0.528988 -3.824782 0.1 -0.3 0.1
H 5.077749 1.092406 -5.243593 0.1 0.3 0.1
H 5.640552 2.722041 -4.958109 0.0 -0.1 -0.1
C -1.248443 -3.266333 -1.102920 -0.3 0.1 -0.5
C -0.406283 -3.223019 0.158928 0.1 0.1 0.1
C -0.913766 -4.237268 1.147856 0.0 -1.1 0.2
N -0.511410 -1.926778 0.878787 -0.7 1.1 1.1
N -1.394778 -1.878363 1.872632 0.4 1.7 -0.1
N -1.265498 -0.657406 2.396126 0.4 -1.3 -1.1
C -2.168306 -0.272865 3.505661 0.1 -0.3 -0.2
C -2.009710 -1.331201 4.575712 0.0 -0.2 0.4
C -3.566528 -0.184895 2.931238 -0.3 0.1 -0.1
C -0.297517 0.061420 1.764983 -0.5 0.5 0.5
C 0.057566 1.421215 2.218325 0.1 1.2 0.6
C -0.447363 2.581205 1.586796 0.1 -0.8 0.0
C -0.127303 3.847064 2.069946 0.1 0.0 0.3
C 0.613846 3.977353 3.251401 -0.1 -0.3 -0.1
C 1.082734 2.835715 3.916849 0.0 0.3 -0.1
C 0.834013 1.574372 3.390468 -0.3 -0.4 -0.5
C 0.187952 -0.755839 0.781777 0.7 -0.7 -0.8
C 1.295309 -0.551523 -0.193922 0.7 0.2 0.7
H -1.252634 -4.288343 -1.509869 0.1 0.3 0.2
H -2.286252 -2.997116 -0.866786 0.2 0.0 -0.1
H -0.886143 -2.608458 -1.899619 -0.1 -0.2 0.3
H 0.655957 -3.360987 -0.072402 -0.2 0.1 0.1
H -0.859488 -5.238768 0.712498 0.0 0.1 0.0
H -0.323916 -4.238744 2.066502 -0.1 0.0 0.0
H -1.954038 -4.016507 1.407036 0.3 -0.3 -0.1
H -1.819383 0.701439 3.854758 0.0 -0.1 -0.1
H -2.806819 -1.249026 5.318952 0.1 0.0 -0.1
H -2.042252 -2.325472 4.119001 -0.1 0.2 0.2
H -1.051532 -1.212016 5.089816 -0.1 -0.1 -0.1
H -4.295145 0.004668 3.723520 0.1 0.0 -0.1
H -3.625052 0.630767 2.203864 -0.1 -0.1 0.1
H -3.817457 -1.125645 2.429340 -0.1 0.2 0.1
H -1.081114 2.455635 0.708701 0.3 0.2 0.1
H -0.464089 4.734252 1.523554 0.1 -0.4 0.3
H 0.809448 4.967522 3.665217 0.0 -0.3 -0.2
H 1.650534 2.935749 4.847141 -0.2 0.0 -0.4
H 1.229672 0.671603 3.870702 -0.1 0.4 -0.1
H 1.905004 0.314221 0.128071 -0.3 -0.4 -0.1
H 1.947622 -1.444438 -0.186396 -0.3 0.4 0.0
```
Positions in Å, forces in eV/Å.

E	-37872.2537	eV
net charge	0
molar mass	427.6	g mol⁻¹
maximum force	2.70	eV/Å

Mulliken atomic charge list, values in e, 6 entries: atom 1 (C): -1.273, atom 2 (C): -0.836, atom 3 (C): 3.018, atom 4 (C): -0.237, atom 5 (O): -0.668, atom 6 (N): 0.231


2.
# C22H34AgClN3O3Si2

C22H34AgClN3O3Si2 as an isolated structure (ωB97M-V with the def2-TZVPD basis set, OMol25).

Structure (XYZ):
```
66
Properties=species:S:1:pos:R:3:forces:R:3
Ag -0.862943 -0.501725 0.347310 0.5 -0.5 0.0
C -4.103518 -2.689073 0.841591 0.1 -0.1 0.0
C -3.791366 -1.223525 0.821392 -0.1 0.2 0.1
O -3.146956 -0.666739 1.699024 -0.1 0.0 0.0
N -4.310716 -0.519067 -0.228123 0.0 -0.1 -0.1
C -4.055929 0.887932 -0.388587 -0.1 0.1 -0.1
C -2.959116 1.262146 -1.363348 0.0 0.1 0.0
C -2.929760 2.560696 -1.862549 0.0 -0.1 0.0
C -1.894987 2.935832 -2.696403 0.0 0.0 0.0
C -0.939021 1.990466 -3.037095 -0.1 0.0 0.0
C -1.054704 0.720098 -2.504201 0.1 0.0 0.1
N -2.033208 0.357572 -1.667708 -0.2 0.1 -0.1
H -3.226713 -3.217662 0.461498 0.1 0.0 0.0
H -4.983735 -2.933346 0.246340 0.0 0.0 0.0
H -4.252657 -2.996044 1.874675 0.0 0.0 0.0
H -4.623625 -1.045640 -1.026782 0.0 0.0 0.0
H -3.795439 1.277737 0.597786 0.0 0.0 0.0
H -4.978927 1.383015 -0.707323 0.0 0.0 0.1
H -3.697870 3.265668 -1.570472 0.0 0.0 0.0
H -1.828693 3.949159 -3.070911 0.0 0.0 0.0
H -0.105904 2.232479 -3.680865 0.0 0.0 0.0
H -0.314719 -0.040209 -2.718881 0.0 0.0 0.0
C 1.328275 -1.781097 -2.073818 0.0 0.0 0.1
Si 2.300847 -0.427721 -1.151408 -0.1 0.1 0.0
C 2.724696 0.791310 -2.556216 0.0 0.0 0.0
C 3.957184 -1.247416 -0.784077 0.0 0.0 0.0
C 1.418196 0.396357 0.241062 -0.2 0.0 0.2
C 0.918648 1.759340 0.112398 0.0 0.0 -0.1
C 1.633441 2.841745 -0.460639 0.0 -0.1 0.1
C 1.099425 4.107752 -0.493070 0.0 0.1 0.0
C -0.154315 4.348444 0.067501 0.0 0.0 0.0
C -0.797289 3.261728 0.628596 0.0 0.0 0.0
N -0.312798 2.025495 0.635208 0.0 0.1 0.0
Si 1.643593 -0.012028 2.054052 0.1 0.1 0.0
C 0.305332 -0.839876 3.116451 -0.1 0.0 -0.1
C 3.176003 -1.034897 2.439207 0.0 0.0 0.0
C 1.945493 1.639721 2.946986 0.0 0.0 0.0
H 1.329109 -1.611645 -3.155519 0.0 0.0 0.0
H 0.296413 -1.869421 -1.730387 0.0 0.0 0.0
H 1.789477 -2.751299 -1.886039 0.0 -0.1 0.0
H 3.020679 0.208654 -3.432324 0.0 0.0 0.0
H 3.558276 1.448327 -2.302926 0.0 0.0 0.0
H 1.881548 1.423917 -2.840737 0.0 0.0 0.0
H 4.385668 -1.587645 -1.731968 0.0 0.0 0.0
H 3.818365 -2.119130 -0.147642 0.0 -0.1 0.1
H 4.672025 -0.576470 -0.306225 0.0 0.0 0.0
H 2.629986 2.666931 -0.831765 0.0 0.0 0.0
H 1.668820 4.922009 -0.930097 0.0 0.0 0.0
H -0.605675 5.331378 0.075188 0.0 0.0 0.0
H -1.776951 3.382359 1.084852 0.0 0.0 0.0
H 0.378189 -1.923932 3.019630 0.0 0.0 0.0
H -0.723659 -0.549596 2.885740 0.0 0.0 0.0
H 0.482738 -0.571541 4.162811 0.1 0.0 0.0
H 3.078313 -2.038253 2.030041 0.0 -0.1 0.0
H 3.259887 -1.119334 3.526753 0.0 0.0 0.0
H 4.089977 -0.577256 2.062440 0.1 0.0 0.0
H 1.041553 2.248211 2.989034 0.0 0.0 0.0
H 2.714693 2.222785 2.434662 0.0 0.0 0.0
H 2.277544 1.460863 3.972982 0.0 0.0 0.0
Cl -1.575852 -5.822089 0.577455 0.0 0.0 0.0
C -0.045783 -4.986639 1.014995 0.0 0.0 0.0
C 0.042142 -3.491555 0.653933 -0.2 0.0 0.0
O 1.168460 -3.026198 0.862830 0.2 0.1 0.0
O -0.988094 -2.910326 0.237589 -0.2 0.1 0.0
H 0.764671 -5.518536 0.523893 0.0 0.0 0.0
H 0.071259 -5.083196 2.092197 0.0 0.0 0.0
```
Positions in Å, forces in eV/Å.

E	-66260.3508	eV
net charge	-1
energy relative to the best compared isomer or geometry (same formula, charge and spin)	0.0	kcal/mol
molar mass	588.0	g mol⁻¹
maximum force	0.67	eV/Å

Mulliken atomic charge list, values in e, 6 entries: atom 1 (Ag): 1.103, atom 2 (C): -1.139, atom 3 (C): 0.872, atom 4 (O): -0.648, atom 5 (N): -0.117, atom 6 (C): -0.957


3.
# C22H34BBr14INO5P

A 8-piece molecular cluster, C22H34BBr14INO5P overall (ωB97M-V with the def2-TZVPD basis set, OMol25).

Structure (XYZ):
```
79
Properties=species:S:1:pos:R:3:forces:R:3
O 4.194424 -5.109405 -4.597551 -0.2 0.1 -0.3
C 3.361669 -4.626636 -3.893391 -0.4 0.1 -0.1
N 2.421133 -5.404450 -3.091374 0.5 0.2 0.8
C 2.313920 -4.595458 -1.865414 0.0 0.2 -0.3
O 2.192390 -5.030843 -0.763183 -0.3 0.0 -0.1
C 2.501552 -3.175767 -2.298494 0.2 0.2 -0.2
C 2.144816 -1.978524 -1.701015 0.1 -0.2 0.3
C 2.440029 -0.778998 -2.343029 0.4 0.2 -0.1
P 1.804193 0.729299 -1.438823 0.1 -0.6 0.4
O 0.953850 1.439167 -2.667387 0.2 0.1 -0.1
I 3.798799 2.118381 -1.194835 0.1 0.0 -0.2
C 3.139507 -0.791389 -3.576112 0.1 0.0 -0.2
B 3.537441 0.486764 -4.430237 -0.2 0.2 -0.1
O 4.704071 1.157470 -4.223706 -0.3 0.0 0.2
O 2.729632 0.901330 -5.461152 0.1 -0.2 0.0
C 3.495059 -2.008605 -4.165046 -0.1 -0.3 0.2
C 3.151098 -3.191018 -3.524965 0.0 0.1 0.2
H 1.477320 -5.357647 -3.490244 0.2 -0.4 -0.3
H 1.635904 -1.989970 -0.742607 0.1 0.1 0.0
H 0.289261 0.793333 -2.949970 0.0 0.1 -0.1
H 4.637864 2.048249 -4.588892 0.3 -0.1 -0.2
H 1.995944 0.301848 -5.622379 -0.1 0.1 0.1
H 4.011206 -2.042887 -5.118218 0.0 0.0 0.0
Br -4.496943 -0.370163 -1.315895 0.0 0.0 0.2
C -3.265532 0.523194 -0.108143 -0.1 0.0 -0.1
C -1.916565 0.690726 -0.749251 0.2 0.0 0.2
Br -0.936628 -0.994259 -0.809866 -0.5 -0.1 -0.1
H -3.237021 -0.069101 0.801353 0.0 0.0 0.0
H -3.709101 1.492470 0.106284 0.0 0.0 0.0
H -1.288534 1.369847 -0.173165 0.0 0.0 0.0
H -1.989105 1.047559 -1.771832 0.0 0.0 0.0
Br 0.806888 3.838453 -0.068095 -0.3 0.2 0.1
C 0.511615 4.872761 1.557174 -0.1 -0.3 -0.2
C -0.932033 5.257519 1.732686 0.0 0.1 0.0
Br -1.449951 6.709140 0.547517 0.0 -0.1 0.0
H 1.172043 5.728371 1.498243 0.0 0.0 0.0
H 0.835645 4.224375 2.367125 0.0 0.0 0.0
H -1.100392 5.631316 2.739848 0.0 0.0 0.0
H -1.607290 4.432357 1.529212 0.0 0.0 0.0
Br -5.687322 1.233889 2.605289 0.0 0.0 0.0
C -6.578801 -0.374249 3.239372 0.0 0.1 0.0
C -5.603902 -1.385527 3.779255 0.0 -0.2 -0.1
Br -4.648600 -2.315241 2.364184 0.0 0.1 0.0
H -7.158108 -0.759932 2.406815 0.0 0.0 0.0
H -7.248553 -0.038471 4.027653 0.0 0.0 0.0
H -6.134686 -2.161811 4.325786 0.0 0.0 0.0
H -4.854584 -0.935892 4.422462 0.0 0.0 0.0
Br 3.604164 3.838424 3.519303 0.0 0.1 0.0
C 3.355059 4.817514 5.183695 0.0 -0.2 -0.1
C 1.920672 5.224060 5.380385 0.0 0.1 0.0
Br 1.427320 6.720199 4.237542 0.0 0.1 0.1
H 4.025791 5.669744 5.150900 0.0 0.0 0.0
H 3.663805 4.139960 5.975852 0.0 0.0 0.0
H 1.761784 5.573200 6.398435 0.1 0.0 0.0
H 1.229028 4.417122 5.157548 0.0 0.0 0.0
Br -3.600819 -1.995059 -4.724029 0.0 0.0 -0.1
C -5.385712 -1.228882 -4.623283 0.1 -0.1 0.1
C -6.423696 -2.141860 -5.217846 -0.1 0.1 -0.1
Br -6.371777 -2.138040 -7.161320 0.0 0.0 0.0
H -5.340943 -0.265804 -5.121148 0.0 0.0 0.0
H -5.572814 -1.081629 -3.561952 -0.1 0.0 -0.1
H -7.421327 -1.800017 -4.951649 0.0 0.0 0.0
H -6.294535 -3.172384 -4.903596 0.0 0.0 0.0
Br -0.224969 -6.872150 -4.601386 -0.1 -0.1 0.0
C 1.095318 -8.265705 -4.259818 0.1 0.1 0.0
C 1.425031 -9.039442 -5.506182 -0.1 -0.1 0.0
Br 0.009858 -10.282666 -5.993981 0.0 0.1 0.0
H 0.685471 -8.891623 -3.473974 0.0 0.0 0.0
H 1.973839 -7.741585 -3.888155 0.0 0.0 0.0
H 2.309107 -9.650568 -5.341584 0.0 0.0 0.0
H 1.582458 -8.394427 -6.364289 0.0 0.0 0.0
Br 3.322611 7.089094 8.633366 0.0 -0.1 -0.1
C 2.434746 5.596523 9.506173 0.0 0.2 0.0
C 3.412871 4.614938 10.094356 0.0 -0.1 -0.1
Br 4.263564 3.540953 8.715736 0.0 0.0 0.1
H 1.797469 5.135864 8.757960 0.0 -0.1 0.0
H 1.818655 6.034139 10.288208 0.0 0.0 0.0
H 2.892014 3.912398 10.740901 0.0 0.0 0.0
H 4.212338 5.096133 10.647844 0.0 0.1 0.0
```
Positions in Å, forces in eV/Å.

E	-1033758.3194	eV
net charge	0
molar mass	1679.9	g mol⁻¹
maximum force	1.00	eV/Å

Mulliken atomic charge list, values in e, 6 entries: atom 1 (O): -0.524, atom 2 (C): -0.197, atom 3 (N): -0.013, atom 4 (C): -0.221, atom 5 (O): -0.527, atom 6 (C): 0.332